Density functional theory data (wB97M-V/def2-TZVPD) for 8 unconnected molecules or ions with the total composition C35H77BIN10O12P2S at a distorted geometry.

The geometry in XYZ format:
```
139
Properties=species:S:1:pos:R:3
C 1.95431 6.17812 0.55048
C 3.25784 5.69573 -0.11221
C 4.11018 4.67719 0.75234
I 3.37073 4.27695 2.74030
N 4.47181 3.46324 -0.02341
N 5.78553 3.39321 -0.16698
C 6.19052 2.36183 -0.83321
P 8.05622 2.26929 -0.94655
O 8.52180 1.21545 -0.03324
C 5.41318 1.36471 -1.44333
C 6.07452 0.22525 -2.18666
C 5.74579 -1.16829 -1.52987
C 7.04594 -1.95305 -1.12689
C 6.95811 -2.45567 0.33564
O 7.56884 -1.46845 1.16834
C 8.04572 -2.12169 2.34868
C 3.99111 1.45792 -1.29657
P 2.83552 0.23962 -2.06125
O 3.45728 -0.44788 -3.39893
O 1.47608 0.90810 -2.62026
S 2.45195 -1.22620 -0.87158
C 3.60275 2.59249 -0.49974
B 1.98877 2.74113 -0.24401
O 1.32167 3.29469 -1.32940
N 1.32292 2.41452 0.96504
C 1.35008 0.98334 1.34659
C -0.07058 2.90600 1.00856
H 2.13390 6.79635 1.43456
H 1.43049 6.81441 -0.17939
H 1.29130 5.33821 0.76987
H 3.08199 5.23041 -1.09277
H 3.84721 6.60134 -0.31425
H 5.00895 5.24832 0.97617
H 8.60153 3.54784 -0.67785
H 8.33057 1.97725 -2.30276
H 5.72365 0.26882 -3.22836
H 7.16441 0.27298 -2.23582
H 5.21552 -1.81140 -2.23384
H 5.17672 -1.02642 -0.60854
H 7.96293 -1.36891 -1.26117
H 7.09616 -2.86319 -1.74284
H 7.45605 -3.43076 0.44555
H 5.90302 -2.53666 0.65506
H 8.95521 -2.68613 2.07650
H 8.31112 -1.35831 3.08659
H 7.28913 -2.82182 2.73656
H 3.66019 0.30301 -4.00619
H 1.66022 1.76226 -3.05961
H 0.51609 2.78919 -1.52149
H 0.79575 0.42899 0.57593
H 2.37995 0.60545 1.31198
H 0.92703 0.81480 2.35158
H -0.19125 3.97290 0.80913
H -0.48441 2.65324 1.99211
H -0.64923 2.29632 0.28339
C -1.87862 -4.64336 -0.84015
O -2.26531 -5.75111 -0.52125
N -0.95813 -4.39166 -1.79226
C -0.54139 -3.04286 -2.12431
C -0.36679 -5.51106 -2.50687
H -2.26488 -3.72755 -0.35856
H -0.76123 -2.84805 -3.17687
H 0.53211 -2.94477 -1.95426
H -1.06747 -2.31454 -1.50903
H -1.15045 -6.07612 -3.01302
H 0.13270 -6.17396 -1.79910
H 0.35285 -5.14965 -3.23795
C -3.77607 5.04515 1.15511
O -3.18704 5.90642 0.52623
N -4.20616 3.86739 0.65543
C -4.89867 2.88886 1.47986
C -3.96940 3.57093 -0.74207
H -4.01043 5.16550 2.22645
H -4.32729 1.96243 1.48556
H -5.89181 2.70312 1.06755
H -5.00089 3.24908 2.49998
H -2.89474 3.59078 -0.93859
H -4.44816 4.33651 -1.35506
H -4.36981 2.59258 -0.99905
C 3.30042 2.93023 -5.51973
O 2.91369 1.81090 -5.18536
N 4.20375 3.17181 -6.47001
C 4.61410 4.52200 -6.81858
C 4.79592 2.04706 -7.18099
H 2.91306 3.84555 -5.04544
H 4.38823 4.70921 -7.86886
H 5.68780 4.62752 -6.65612
H 4.08846 5.25256 -6.20681
H 4.01100 1.47562 -7.67639
H 5.30365 1.39270 -6.47080
H 5.50820 2.40478 -7.91960
C 0.36260 -10.10907 1.30816
O 0.28083 -10.36787 0.12339
N -0.29017 -9.10448 1.92863
C -0.14298 -8.85359 3.34725
C -1.16860 -8.24808 1.14562
H 1.00093 -10.69666 1.99141
H -1.11609 -8.93928 3.83591
H 0.24890 -7.84525 3.50079
H 0.54235 -9.57195 3.79403
H -1.95042 -8.85407 0.68711
H -0.59527 -7.76851 0.35340
H -1.62042 -7.48821 1.77788
C -0.95772 0.76686 4.59171
O -1.01481 0.86235 3.37284
N -1.57888 1.57530 5.46209
C -1.46445 1.39513 6.89762
C -2.39130 2.66481 4.94998
H -0.36815 -0.02372 5.08390
H -2.45500 1.22275 7.32170
H -1.03271 2.29317 7.34342
H -0.82701 0.54343 7.12714
H -3.18451 2.25772 4.31974
H -1.76737 3.32309 4.34210
H -2.82767 3.22925 5.77014
C -6.31266 -0.27540 3.13957
O -5.76612 0.81560 3.22938
N -6.22361 -1.10531 2.08852
C -6.90546 -2.38942 2.05999
C -5.42357 -0.70984 0.94647
H -6.94408 -0.67550 3.94848
H -6.16503 -3.18693 1.94801
H -7.59077 -2.40993 1.22118
H -7.46449 -2.54761 2.97790
H -4.39056 -0.54532 1.26236
H -5.81127 0.22366 0.53394
H -5.45276 -1.48505 0.18392
C -10.53614 -1.22043 1.00656
O -9.56105 -1.73163 1.53051
N -10.56654 -0.72651 -0.24469
C -11.76234 -0.12966 -0.80983
C -9.36152 -0.79504 -1.05181
H -11.49795 -1.12086 1.53552
H -12.06060 -0.68574 -1.70062
H -11.55710 0.90697 -1.08412
H -12.57735 -0.15086 -0.08926
H -9.05726 -1.83701 -1.16589
H -8.55633 -0.25254 -0.55179
H -9.54146 -0.35883 -2.03143
```

Its total charge is +1. Its LUMO energy is -4.361 eV. For the HOMO energy, the calculation gives -9.96 eV. For the molar mass, the calculation gives 1061.8 g mol⁻¹. For the HOMO-LUMO gap, the calculation gives 5.59 eV.

Density functional theory data (wB97M-V/def2-TZVPD) for a molecular structure, C35H83IN4O3P3S.

The geometry in XYZ format:
```
130
Properties=species:S:1:pos:R:3
C -5.83940 -1.75956 -3.64078
O -5.30666 -3.06488 -3.57765
C -6.20642 -4.09680 -3.19362
C -5.87202 -4.61109 -1.80529
C -6.06664 -3.55846 -0.71638
C -6.08932 -4.15032 0.69736
C -5.51556 -3.19826 1.74396
C -6.28188 -1.87808 1.85592
C -5.50213 -0.75306 2.53838
C -4.27124 -0.39511 1.71808
N -3.65025 0.94994 1.86307
C -2.87246 1.30263 0.68952
C -1.35438 1.13027 0.77322
I -0.84625 -0.95254 0.81015
P -0.66036 1.83857 -0.80369
N -0.88976 3.35080 -1.04533
N -0.83570 1.94423 1.94795
C 0.43552 1.47402 2.59847
C 1.67861 1.35928 1.71418
O 2.74290 0.99291 2.56083
C -1.97350 2.37827 2.97442
P -1.40509 3.22310 4.55019
C -0.32315 2.20033 5.62211
C -0.29861 4.49162 3.82403
C -3.08615 1.33088 3.16125
S -2.44263 -0.10806 4.10706
P -4.46847 2.36160 4.26390
N -5.63980 2.70708 3.08703
O -5.12507 1.12765 5.13290
H -6.13740 -1.50306 -4.66333
H -6.70901 -1.64333 -2.98643
H -5.06792 -1.05674 -3.31873
H -6.12147 -4.90212 -3.92661
H -7.23830 -3.72931 -3.22907
H -4.82637 -4.93090 -1.81270
H -6.48530 -5.49234 -1.59353
H -5.23713 -2.84376 -0.77835
H -6.98681 -3.00212 -0.91586
H -5.49818 -5.06941 0.70016
H -7.11099 -4.42719 0.97173
H -4.46591 -3.01580 1.48946
H -5.51774 -3.68279 2.72432
H -7.19759 -2.05860 2.42413
H -6.59667 -1.53388 0.86558
H -6.15192 0.11670 2.61834
H -5.21919 -1.05312 3.54869
H -4.56671 -0.46011 0.66886
H -3.51290 -1.16429 1.87733
H -3.19964 0.67653 -0.13728
H -3.08284 2.33568 0.38067
H -1.20744 0.92390 -1.72168
H 0.68190 1.43884 -0.79832
H -1.42587 3.88800 -0.37710
H -0.58038 2.84208 1.51428
H 0.22244 0.55235 3.13283
H 0.66288 2.23830 3.32830
H 1.56611 0.65274 0.89254
H 1.93426 2.34173 1.30442
H 2.78026 0.02995 2.65498
H -2.41884 3.22696 2.43717
H -0.96115 1.63569 6.29728
H 0.20631 2.94561 6.22178
H 0.41728 1.53170 5.19317
H 0.57177 4.16389 3.24712
H 0.05424 5.09535 4.65961
H -0.91280 5.14027 3.19719
H -2.90546 0.31150 5.29354
H -6.51024 2.19322 3.13290
H -5.29050 2.64264 2.13419
H -6.09580 1.08980 5.14550
C -1.61840 8.61669 -6.00277
C -2.36312 8.27387 -4.71758
C -1.49998 7.54463 -3.68862
C -0.95079 6.19347 -4.15239
C -2.01290 5.18576 -4.59088
C -2.98106 4.80968 -3.47395
H -1.27229 7.72104 -6.52117
H -2.25765 9.16641 -6.69412
H -0.74478 9.23758 -5.79228
H -3.24603 7.67362 -4.95587
H -2.73965 9.19416 -4.26397
H -2.08024 7.40928 -2.77103
H -0.65549 8.18610 -3.41720
H -0.36810 5.75450 -3.33552
H -0.24793 6.34874 -4.97491
H -1.50651 4.28350 -4.94493
H -2.56955 5.57355 -5.44817
H -2.42932 4.39595 -2.62802
H -3.70080 4.06160 -3.81304
H -3.55125 5.67350 -3.12707
C 1.59793 -1.19309 -2.45365
C 2.31573 -2.48254 -2.07187
C 3.25081 -2.30864 -0.87526
C 4.38600 -1.30328 -1.08293
C 5.29512 -1.60519 -2.27379
C 6.01446 -2.94395 -2.15900
H 2.29863 -0.41580 -2.76291
H 0.89325 -1.34694 -3.27157
H 1.04713 -0.82653 -1.58307
H 2.86885 -2.86495 -2.93279
H 1.57605 -3.24990 -1.82696
H 3.66742 -3.28163 -0.60444
H 2.65643 -1.98747 -0.00879
H 4.99418 -1.27592 -0.17289
H 3.97207 -0.29628 -1.19711
H 6.03406 -0.80441 -2.35318
H 4.71915 -1.57492 -3.20315
H 6.62027 -2.98217 -1.25039
H 6.68101 -3.10467 -3.00653
H 5.31636 -3.78233 -2.13082
C 11.57806 -3.95776 1.48627
C 10.85548 -5.25126 1.84546
C 9.81100 -5.67449 0.81336
C 8.67053 -4.67518 0.60920
C 7.88379 -4.32843 1.87249
C 7.18325 -5.52785 2.50108
H 10.89057 -3.11180 1.43090
H 12.33839 -3.71141 2.22810
H 12.07482 -4.04612 0.51750
H 10.38773 -5.14784 2.82888
H 11.58786 -6.05602 1.94552
H 9.39978 -6.64579 1.10089
H 10.30722 -5.83287 -0.14914
H 7.97858 -5.08336 -0.13537
H 9.06753 -3.75293 0.17544
H 7.13723 -3.56944 1.61809
H 8.54584 -3.86385 2.60842
H 6.49683 -5.99391 1.79000
H 6.60673 -5.23502 3.37983
H 7.89660 -6.28925 2.81935
```

Its total charge is +1. Its LUMO energy is -3.123 eV. For the HOMO energy, the calculation gives -10.65 eV. For the molar mass, the calculation gives 860.0 g mol⁻¹. For the HOMO-LUMO gap, the calculation gives 7.53 eV.

Density functional theory data (wB97M-V/def2-TZVPD) for 6 unconnected molecules or ions with the total composition C35H83N4O5 at a distorted geometry.

The geometry in XYZ format:
```
127
Properties=species:S:1:pos:R:3
C -4.20074 -17.88640 11.89052
C -3.25365 -16.58467 12.31142
N -3.68824 -15.34516 11.86543
C -4.26151 -14.98329 10.57185
C -5.95401 -15.07763 12.96929
C -6.85838 -13.94509 13.69189
C -4.47399 -14.56641 12.73002
C 2.12320 -14.70511 10.01691
O 1.52182 -13.67684 10.22786
C 0.19230 -13.85728 10.88207
H -4.74695 -18.14783 12.74987
H -3.61624 -18.79394 11.79820
H -4.88771 -17.92682 11.00076
H -2.32548 -16.79279 11.77457
H -3.11835 -16.53128 13.42619
H -3.31432 -14.91846 10.03172
H -4.64010 -13.93183 10.56571
H -4.92917 -15.67993 10.03227
H -5.78828 -15.99017 13.69031
H -6.34116 -15.47272 11.91659
H -7.89315 -14.31745 13.49327
H -6.90951 -12.94392 13.14824
H -6.85260 -13.75467 14.79812
H -4.11192 -14.81876 13.75809
H -4.44676 -13.48549 12.53558
H 3.12801 -14.68293 9.61919
H 1.96496 -15.61428 10.71253
H -0.45289 -12.97593 10.49746
H 0.33839 -13.51093 11.99654
H -0.25242 -14.75988 10.67993
C -15.78128 -15.50996 19.31750
C -15.12811 -14.17960 19.60009
N -14.44417 -13.36725 18.44715
C -15.38349 -12.79339 17.45169
C -13.68859 -12.21744 19.21202
C -12.85555 -11.34471 18.32980
C -13.49801 -14.24599 17.55140
C -12.25195 -14.89137 18.19166
O -12.52309 -16.14615 18.79957
C -11.27556 -16.84277 18.86988
H -15.04563 -16.29531 19.25631
H -16.33738 -15.53310 18.35416
H -16.51244 -15.80963 20.03146
H -14.44138 -14.39507 20.37610
H -15.78666 -13.50594 20.11843
H -16.05804 -12.13485 18.04980
H -16.02859 -13.56772 17.07964
H -14.88740 -12.28128 16.61281
H -13.05021 -12.71172 19.87709
H -14.37308 -11.62899 19.72397
H -11.83002 -11.67955 18.09196
H -12.59066 -10.45980 18.91815
H -13.46132 -10.93890 17.50380
H -13.05292 -13.45776 16.87960
H -13.97396 -15.04759 16.97557
H -11.65909 -14.29554 18.90147
H -11.62181 -15.00460 17.33912
H -10.64142 -16.52769 18.00091
H -11.45476 -17.96407 18.87218
H -10.87051 -16.59569 19.82430
C -15.61479 -21.13367 16.73537
C -16.50495 -20.64608 15.59327
N -16.29225 -19.22498 15.18000
C -16.96879 -18.23397 16.07379
C -14.76066 -18.87941 15.07053
C -13.89460 -19.73555 14.18050
C -16.94930 -19.22593 13.74528
C -17.38161 -17.89219 13.18588
O -18.63262 -17.61058 13.76231
C -18.95543 -16.21349 13.54387
H -15.75569 -20.49569 17.62701
H -14.60330 -21.36894 16.47526
H -15.97024 -22.10896 16.97265
H -17.56496 -20.79243 15.87282
H -16.30912 -21.28174 14.75179
H -18.02421 -18.31366 16.13523
H -16.69561 -17.20717 15.81605
H -16.47207 -18.48814 17.09579
H -14.46423 -18.91317 16.15047
H -14.57619 -17.83544 14.80025
H -14.13670 -19.64503 13.14683
H -13.96863 -20.80651 14.35396
H -12.84556 -19.52679 14.34827
H -17.79439 -19.90143 13.77870
H -16.10761 -19.61759 13.17769
H -17.46677 -17.83052 12.07495
H -16.64785 -17.07056 13.51454
H -19.90066 -16.05051 13.98438
H -19.01395 -16.04456 12.46329
H -18.19022 -15.69822 14.09037
C -13.65611 -8.30049 8.45784
C -14.85354 -8.95986 9.13372
C -14.39050 -9.70288 10.30326
N -15.44766 -10.49496 11.03184
C -16.12438 -11.39698 10.07011
C -17.23304 -12.20025 10.77674
C -18.24836 -11.28241 11.43661
C -17.55719 -10.44252 12.52462
C -16.52434 -9.59308 11.78276
C -14.65056 -11.33320 11.97244
H -12.82667 -9.04421 8.25804
H -13.20368 -7.51795 8.98858
H -13.85066 -7.80295 7.48718
H -15.31619 -9.63092 8.45341
H -15.60987 -8.21037 9.45681
H -13.82142 -9.02676 10.97806
H -13.59341 -10.42678 10.00959
H -16.52912 -10.90361 9.24909
H -15.37915 -12.12188 9.73385
H -17.63847 -12.87556 9.99703
H -16.74145 -12.82699 11.48343
H -18.58147 -10.53386 10.69571
H -19.07318 -11.89891 11.78540
H -18.35843 -9.78896 12.91935
H -17.10000 -10.92487 13.40409
H -16.94970 -8.90125 11.07766
H -15.88154 -9.00182 12.45645
H -15.18309 -11.73421 12.85965
H -13.80341 -10.67314 12.34849
H -14.15739 -12.15775 11.51178
C -14.60037 -15.54713 12.81278
C -15.03321 -14.93517 14.12931
O -15.32793 -15.64660 15.12492
O -15.18826 -13.66679 14.13299
H -15.52284 -15.86518 12.38852
H -14.01231 -16.44543 12.95485
H -14.21510 -14.81942 12.07784
```

Its total charge is +3. Its LUMO energy is -8.352 eV. For the HOMO energy, the calculation gives -12.56 eV. For the molar mass, the calculation gives 640.1 g mol⁻¹. For the HOMO-LUMO gap, the calculation gives 4.21 eV.